[1]
{
  "formula": "C4H8O",
  "method": "ωB97M-V/def2-TZVPD",
  "species": ["C", "C", "O", "H", "H", "H", "H", "C", "C", "H", "H", "H", "H"],
  "positions_angstrom": [[1.8070, -0.9912, -0.8428], [1.4194, 0.2258, -1.1782], [1.1477, 1.2474, -0.2903], [1.9950, -1.6766, -1.6595], [2.0533, -1.2379, 0.1788], [1.3643, 0.5183, -2.2321], [0.1925, 1.3627, -0.2245], [-2.3230, 0.3460, 1.3093], [-1.9927, -0.8993, 1.0028], [-2.5570, 1.0229, 0.5009], [-2.3482, 0.6755, 2.3400], [-1.9570, -1.2387, -0.0230], [-1.9005, -1.6357, 1.7870]],
  "orbital_gap_ev": 10.69,
  "homo_ev": -9.7,
  "de_lowest_ev": 2.067,
  "smiles": "C=CO.C=C"
}

=====

[2]
{
  "formula": "C34H53N4O2PPt",
  "method": "ωB97M-V/def2-TZVPD",
  "species": ["Pt", "C", "C", "C", "C", "C", "C", "C", "N", "C", "C", "C", "C", "C", "C", "O", "C", "C", "C", "C", "C", "C", "C", "C", "C", "O", "C", "C", "C", "C", "C", "C", "H", "H", "H", "H", "H", "H", "H", "H", "H", "H", "H", "H", "H", "H", "H", "H", "H", "H", "H", "H", "H", "H", "H", "H", "H", "H", "H", "H", "H", "H", "H", "H", "H", "H", "H", "H", "H", "H", "H", "H", "C", "N", "C", "N", "C", "N", "C", "P", "C", "C", "H", "H", "H", "H", "H", "H", "H", "H", "H", "H", "H", "H", "H"],
  "positions_angstrom": [[-1.6404, 0.3389, 0.3698], [4.6084, 2.4401, -3.6350], [3.8113, 1.1061, -3.5623], [4.6266, -0.0610, -2.9612], [3.3858, 0.7129, -4.9904], [2.5529, 1.3525, -2.7380], [2.1924, 0.6679, -1.5500], [0.8396, 0.6722, -1.1028], [0.2780, 0.0225, -0.0580], [0.9350, -0.9531, 0.7159], [2.1462, -1.6408, 0.4904], [2.7287, -2.4004, 1.4794], [2.1623, -2.3592, 2.7298], [0.8713, -1.9237, 3.0295], [0.1810, -1.2110, 1.9626], [-1.0866, -0.8395, 1.9635], [0.3518, -2.2579, 4.3901], [1.5247, -2.0714, 5.4291], [-0.7707, -1.2622, 4.7914], [-0.1640, -3.7028, 4.3544], [4.0977, -3.0924, 1.3941], [5.1397, -2.2077, 2.1315], [4.5443, -3.2662, -0.0859], [4.0795, -4.4382, 2.1258], [-0.0554, 1.6578, -1.6795], [-1.2883, 1.6788, -1.2090], [0.3726, 2.5061, -2.7176], [1.6446, 2.2819, -3.2659], [-0.5181, 3.6752, -3.0719], [-1.7424, 3.1609, -3.8836], [-1.0493, 4.3721, -1.8092], [0.3200, 4.7146, -3.8646], [5.6485, 2.2739, -4.0149], [4.6881, 2.9589, -2.7021], [4.1186, 3.1475, -4.2997], [5.5447, -0.2958, -3.5877], [4.0606, -0.9987, -2.8884], [4.9712, 0.1212, -1.9516], [4.2286, 0.2997, -5.5218], [3.1240, 1.6469, -5.5283], [2.5717, 0.0005, -4.9561], [2.9663, 0.2672, -0.8700], [2.6289, -1.5351, -0.4971], [2.7593, -2.7852, 3.5296], [1.9820, -1.1166, 5.2900], [2.2483, -2.8686, 5.3760], [1.1329, -2.1712, 6.4050], [-0.3033, -0.2902, 5.0520], [-1.3096, -1.5883, 5.6535], [-1.4556, -1.0727, 3.9859], [0.5794, -4.3877, 3.9505], [-1.0442, -3.7201, 3.7651], [-0.4642, -4.0345, 5.3591], [5.0756, -1.1544, 1.7292], [6.1536, -2.5342, 2.0035], [4.8966, -2.1949, 3.2030], [4.8166, -2.2801, -0.5782], [3.7798, -3.7561, -0.6888], [5.4356, -3.8835, -0.1077], [4.0176, -4.3314, 3.2094], [4.9527, -5.0452, 1.8813], [3.1616, -4.9922, 1.8234], [1.8951, 2.7175, -4.2151], [-2.2830, 2.3957, -3.3304], [-1.4680, 2.6640, -4.8201], [-2.4393, 3.9822, -4.0994], [-1.7644, 3.7503, -1.2633], [-1.5164, 5.3665, -1.8896], [-0.2654, 4.5990, -1.1183], [0.7423, 4.3428, -4.8117], [1.1238, 5.1840, -3.2785], [-0.3535, 5.5324, -4.1520], [-6.5143, -1.0334, 0.5204], [-6.1830, -0.1648, -0.6211], [-6.5171, 1.3338, -0.4444], [-6.0548, 1.7811, 0.8404], [-6.5523, 0.9003, 1.9539], [-6.0459, -0.4980, 1.7895], [-4.5967, -0.5867, 2.0191], [-3.8577, 0.4017, 0.6794], [-4.6831, -0.2674, -0.8018], [-4.6260, 2.0188, 0.9092], [-6.1425, -2.0358, 0.3233], [-7.6159, -1.1598, 0.5280], [-6.6548, -0.5466, -1.4584], [-7.6167, 1.4403, -0.4483], [-6.0559, 1.9329, -1.2520], [-7.6452, 0.9473, 2.0122], [-6.1559, 1.2950, 2.8882], [-4.3039, -1.6469, 1.9817], [-4.2842, -0.1517, 2.9919], [-4.4829, -1.3134, -0.9783], [-4.4601, 0.2781, -1.7164], [-4.3656, 2.7688, 0.1702], [-4.3019, 2.4197, 1.8955]],
  "orbital_gap_ev": [7.14, 5.34],
  "multiplicity": 3,
  "homo_ev": [-12.3, -12.9],
  "s_squared": 2.03,
  "de_lowest_ev": 0.000,
  "charge": 2
}

=====

[3]
{
  "formula": "C20H46Cl2LuO2P2",
  "method": "ωB97M-V/def2-TZVPD",
  "species": ["Lu", "Cl", "P", "C", "C", "C", "C", "H", "C", "H", "H", "H", "H", "H", "H", "H", "C", "C", "H", "H", "H", "H", "H", "H", "C", "H", "C", "H", "H", "H", "H", "H", "H", "Cl", "H", "P", "C", "C", "C", "C", "H", "C", "H", "H", "H", "H", "H", "H", "H", "C", "C", "H", "H", "H", "H", "H", "H", "C", "H", "C", "H", "H", "H", "H", "H", "H", "C", "O", "C", "O", "H", "H", "H"],
  "positions_angstrom": [[-0.4202, 0.6534, -0.0096], [-0.5166, 1.3048, -2.3923], [-2.9105, -0.4366, -0.3253], [-3.2254, -1.3016, -1.9355], [-3.7181, -1.3992, 1.0401], [-3.6442, 1.2692, -0.5058], [-2.0692, -2.2484, -2.3027], [-3.2385, -0.4806, -2.6726], [-4.5785, -2.0172, -1.9523], [-4.5809, -2.8814, -1.2740], [-4.7698, -2.3903, -2.9687], [-5.4120, -1.3574, -1.6832], [-1.1879, -1.6823, -2.6208], [-2.3784, -2.9037, -3.1286], [-1.7673, -2.8788, -1.4553], [-3.1112, 1.6342, -1.4003], [-3.3220, 2.2333, 0.6586], [-5.1416, 1.1684, -0.8203], [-5.3148, 0.7420, -1.8145], [-5.5811, 2.1731, -0.8095], [-5.6743, 0.5629, -0.0735], [-2.6109, 1.8484, 1.4092], [-4.2430, 2.5112, 1.1924], [-2.8831, 3.1592, 0.2552], [-2.9394, -2.7172, 1.1992], [-4.7565, -1.6051, 0.7312], [-3.7218, -0.6170, 2.3582], [-3.0473, -3.3836, 0.3342], [-3.3020, -3.2540, 2.0867], [-1.8688, -2.5106, 1.3550], [-2.6936, -0.3656, 2.6604], [-4.1443, -1.2516, 3.1487], [-4.3168, 0.3016, 2.3083], [-0.0156, -0.6158, 2.1835], [0.1876, -1.0033, -0.7030], [2.8695, 0.6167, -0.2380], [3.3483, 2.1419, -1.1677], [3.7487, 0.5916, 1.4001], [3.3811, -0.7977, -1.3152], [2.2936, 3.2449, -1.0191], [3.3342, 1.8008, -2.2197], [4.7514, 2.6325, -0.8233], [4.8075, 3.0111, 0.2042], [5.0056, 3.4615, -1.4969], [5.5166, 1.8589, -0.9568], [1.3518, 2.9573, -1.5064], [2.6519, 4.1604, -1.5081], [2.0841, 3.4886, 0.0302], [2.7968, -0.5785, -2.2279], [2.9280, -2.1741, -0.8002], [4.8693, -0.7453, -1.6526], [5.1230, 0.1209, -2.2718], [5.1385, -1.6422, -2.2230], [5.4955, -0.7275, -0.7515], [2.1294, -2.1101, -0.0532], [3.7610, -2.7516, -0.3795], [2.5173, -2.7477, -1.6428], [3.1392, 1.6624, 2.2955], [4.7982, 0.8429, 1.1719], [3.6681, -0.7895, 2.0455], [3.4481, 2.6750, 2.0134], [3.3941, 1.4749, 3.3457], [1.7926, 1.6841, 2.2857], [2.6200, -1.0878, 2.1866], [4.1414, -0.7485, 3.0339], [4.1869, -1.5558, 1.4610], [-0.0656, 1.8795, 4.6184], [0.2961, 2.7957, 3.4698], [0.6683, 2.3185, 2.3454], [-0.0391, 2.3810, 1.3161], [-0.2297, 2.5614, 5.4423], [0.7622, 1.1847, 4.7978], [-0.9713, 1.3391, 4.3431]],
  "orbital_gap_ev": 4.59,
  "homo_ev": -2.0,
  "de_lowest_ev": 3.653,
  "charge": -1
}